1.
103
Properties=species:S:1:pos:R:3:mulliken_charge:R:1 method="wB97M-V/def2-TZVPD" gap_ha=0.305 relative_energy_kcal_mol=0.00 smiles="C=CC(=O)OCCCCCC[C@@]1(P(N)O)OC(=O)O[C@]1(C[C@H]1CO1)OCCCC.C[N+](=O)[O-].C[N+](=O)[O-].C[N+](=O)[O-].C[N+](=O)[O-].C[N+](=O)[O-].C[N+](=O)[O-]"
C 6.0243 0.6457 1.3190 -0.8249
C 5.7935 0.5068 0.0273 0.3751
C 6.7909 -0.1991 -0.8259 0.3004
O 7.9524 0.0637 -0.8612 -0.5417
O 6.2428 -1.2027 -1.5828 -0.3069
C 6.4113 -2.5220 -1.0199 -0.6037
C 5.2920 -3.4212 -1.5333 -0.1236
C 4.2631 -3.8317 -0.4724 -1.2253
C 3.6617 -2.6634 0.3039 -0.8368
C 3.0122 -1.6057 -0.5860 0.8643
C 2.1675 -0.6487 0.2539 -1.9991
C 1.4984 0.5008 -0.4487 0.6886
P 0.6767 1.6159 0.9509 0.2252
N 2.0911 2.4136 1.5053 -0.3323
O 0.4086 0.5179 2.1647 -0.6107
O 2.3543 1.4426 -1.0961 -0.4325
C 1.5250 2.2375 -1.8353 0.5233
O 1.7663 3.3448 -2.1752 -0.5773
O 0.4120 1.5433 -2.1758 -0.3963
C 0.3475 0.2888 -1.4419 0.6809
C 0.4333 -0.8191 -2.4789 -1.2214
C 1.6345 -0.7469 -3.3987 0.0209
C 2.2342 -2.0141 -3.9102 -1.0769
O 1.4316 -1.1846 -4.7299 -0.5468
O -0.7796 0.1567 -0.6561 -0.4288
C -2.0518 0.0034 -1.3066 -0.8307
C -2.5327 -1.4356 -1.2415 0.5888
C -4.0664 -1.5769 -1.3253 -0.5489
C -4.6679 -2.2969 -0.1054 -1.0418
H 5.2975 1.1017 1.9784 0.3319
H 6.9674 0.3236 1.7443 0.2810
H 4.8955 0.9104 -0.4291 0.1966
H 7.3991 -2.8994 -1.2899 0.3981
H 6.3868 -2.4482 0.0729 0.3628
H 5.7123 -4.3315 -1.9671 0.5041
H 4.7778 -2.9071 -2.3482 -0.1977
H 3.4552 -4.3624 -0.9878 0.3726
H 4.7037 -4.5453 0.2299 0.4303
H 2.8803 -3.0717 0.9557 0.5233
H 4.4079 -2.1961 0.9543 0.2508
H 2.4124 -2.1259 -1.3365 -0.1596
H 3.7880 -1.0548 -1.1240 0.2900
H 2.8520 -0.1956 0.9820 0.4254
H 1.4066 -1.2129 0.7937 0.4828
H 2.3845 2.0960 2.4245 0.2488
H 1.8957 3.4023 1.5871 0.0767
H 0.6781 0.8885 3.0114 0.2739
H -0.4302 -0.7380 -3.1400 0.5401
H 0.4206 -1.7899 -1.9843 0.8219
H 2.3182 0.0782 -3.2578 0.7326
H 1.7594 -2.8879 -3.4772 0.3560
H 3.3104 -1.9027 -3.9754 0.3975
H -2.0041 0.3956 -2.3254 0.2957
H -2.7449 0.6467 -0.7586 0.5628
H -2.0305 -2.0632 -1.9794 -0.3262
H -2.2187 -1.8114 -0.2614 0.2257
H -4.5238 -0.5905 -1.4439 0.4465
H -4.3175 -2.1672 -2.2092 0.3194
H -4.9399 -1.5857 0.6780 0.2425
H -5.5464 -2.8746 -0.3917 0.3538
H -3.9474 -2.9899 0.3228 0.2182
C 2.1214 6.8651 2.3078 -0.3954
N 2.4821 5.6326 3.0525 0.9114
O 3.2954 4.8782 2.5513 -0.5413
O 1.9123 5.4326 4.1043 -0.5406
H 2.7026 6.8904 1.3936 0.3011
H 1.0566 6.7928 2.1052 0.0183
H 2.3384 7.7186 2.9426 0.3028
C -2.2698 1.2577 3.4480 -0.7313
N -3.7107 1.5775 3.2513 1.0178
O -3.9955 2.5810 2.6328 -0.5408
O -4.5170 0.8014 3.7251 -0.5662
H -1.6873 2.0348 2.9685 0.2288
H -2.0937 1.2201 4.5193 0.2958
H -2.0859 0.2907 2.9914 0.3125
C -1.4041 -2.0365 -6.0330 -0.7344
N -1.0693 -3.1508 -5.1068 0.8838
O -0.5425 -4.1386 -5.5672 -0.5544
O -1.3486 -2.9953 -3.9313 -0.4743
H -1.0980 -2.3253 -7.0308 0.2896
H -2.4768 -1.8773 -5.9691 0.2989
H -0.8577 -1.1647 -5.6885 0.2570
C -3.3479 -7.0633 0.8091 -0.7572
N -3.4483 -5.5843 0.6555 0.8470
O -2.5546 -5.0157 0.0631 -0.4867
O -4.4238 -5.0508 1.1407 -0.5063
H -2.4337 -7.3925 0.3305 0.3225
H -3.3447 -7.2752 1.8737 0.2840
H -4.2257 -7.4960 0.3393 0.2862
C -7.3001 2.1418 5.0027 -0.6853
N -8.7347 2.4747 4.7830 0.8772
O -8.9968 3.4715 4.1432 -0.5249
O -9.5516 1.7170 5.2647 -0.5332
H -6.6950 2.8979 4.5175 0.2847
H -7.1371 2.1229 6.0760 0.2960
H -7.1196 1.1624 4.5722 0.2784
C -2.5635 6.4647 0.2710 -0.6521
N -1.6759 6.8529 1.4011 0.8375
O -1.7608 7.9764 1.8436 -0.5199
O -0.9110 5.9983 1.8083 -0.5367
H -3.1815 7.3174 0.0186 0.3040
H -1.9214 6.1711 -0.5541 0.2843
H -3.1576 5.6200 0.6069 0.2221

***

2.
80
Properties=species:S:1:pos:R:3:mulliken_charge:R:1 method="wB97M-V/def2-TZVPD" gap_ha=0.344 charge=+1
C 5.2145 -1.4133 1.6605 -0.8306
C 4.9889 -1.6490 0.0375 0.1639
C 5.6673 -0.4368 -0.8890 -0.8213
C 4.6393 0.1139 -2.0587 0.2707
C 4.4068 1.7496 -2.0241 -0.7029
C 2.8414 2.0461 -2.4055 -0.4559
C 2.0265 2.9860 -1.3394 -0.6538
C 2.3606 2.7046 0.2398 -0.3675
C 2.2540 1.1371 0.7077 0.5375
C 0.7285 0.6040 1.0037 -0.3764
C 0.2483 -0.2983 -0.2928 0.0133
C 0.1989 -1.9219 0.0948 -0.5896
C 0.2907 -2.7338 -1.3592 -0.6102
P -1.2397 -2.2902 -2.4384 0.0886
H 4.3866 -0.6181 1.9851 0.0980
H 6.3033 -0.9649 1.7735 0.3090
H 5.0930 -2.4424 2.2121 0.3086
H 3.8183 -1.7286 -0.1136 -0.3328
H 5.4736 -2.6859 -0.2501 0.4272
H 6.5994 -0.9250 -1.4528 0.2605
H 6.1093 0.4156 -0.2179 0.3630
H 5.0155 -0.2329 -3.1333 0.4306
H 3.6058 -0.4114 -1.8636 -0.4900
H 4.7942 2.2721 -1.0517 0.2820
H 5.0737 2.1835 -2.9136 0.3728
H 2.2012 1.0687 -2.6305 0.0617
H 2.8462 2.6441 -3.4388 0.3867
H 0.8697 2.7771 -1.5181 0.1472
H 2.1954 4.1248 -1.6494 0.3681
H 3.3988 3.1704 0.5561 0.3661
H 1.5430 3.2968 0.8752 -0.1254
H 2.8387 1.0626 1.7461 0.3128
H 2.7651 0.3656 -0.0083 -0.5839
H 0.7723 -0.1534 1.9244 0.3360
H -0.0129 1.4701 1.2876 -0.1864
H -0.8139 0.0980 -0.6048 0.2015
H 0.9415 -0.1445 -1.2516 -0.1094
H -0.8373 -2.1585 0.6234 0.3453
H 1.1023 -2.2356 0.8071 0.3198
H 0.2616 -3.9099 -1.1947 0.4330
H 1.2612 -2.3576 -1.8947 0.3231
H -2.0057 -1.1624 -1.9303 0.1856
H -0.7606 -1.9202 -3.7721 0.2051
H -2.1658 -3.3961 -2.5596 0.2017
C -1.4667 -7.2833 -0.1830 -0.9131
C -2.1074 -8.0158 -1.3576 -0.4378
C -1.2021 -8.0709 -2.5897 -0.3853
C -0.8889 -6.6600 -3.0603 0.3533
N -0.6289 -5.4894 -3.4506 -0.5662
H -1.2633 -6.2348 -0.4229 0.1352
H -2.1367 -7.2938 0.6825 0.3334
H -0.5240 -7.7597 0.1094 0.3127
H -3.0522 -7.5199 -1.6119 0.2865
H -2.3533 -9.0375 -1.0479 0.3155
H -1.7003 -8.6170 -3.3978 0.3018
H -0.2659 -8.5894 -2.3564 0.2972
C -2.7701 4.7619 3.5462 -1.0086
C -1.3129 5.0444 3.8977 -0.6635
C -0.3425 4.0523 3.2539 -0.0670
C -0.6532 2.6444 3.7350 0.2911
N -0.9111 1.4763 4.1341 -0.5656
H -3.0923 3.7827 3.9144 0.3790
H -3.4236 5.5113 4.0038 0.3711
H -2.9248 4.7908 2.4615 0.1375
H -1.2003 5.0206 4.9885 0.3350
H -1.0584 6.0584 3.5698 0.3389
H 0.6880 4.3054 3.5246 0.4006
H -0.4249 4.0867 2.1621 0.1210
C -6.5305 2.3040 1.0407 -1.0999
C -6.6947 3.7704 0.6538 -0.4219
C -5.8226 4.1728 -0.5370 -0.3841
C -4.3567 3.9627 -0.1942 0.3421
N -3.1407 3.7883 0.0903 -0.5467
H -5.5074 2.0826 1.3609 0.3250
H -7.1927 2.0549 1.8759 0.3183
H -6.7791 1.6462 0.2000 0.3013
H -6.4510 4.3954 1.5216 0.2831
H -7.7457 3.9573 0.4073 0.3146
H -5.9865 5.2272 -0.7834 0.2929
H -6.0759 3.5747 -1.4191 0.2897

***

3.
85
Properties=species:S:1:pos:R:3:mulliken_charge:R:1 method="wB97M-V/def2-TZVPD" gap_ha=0.348 relative_energy_kcal_mol=0.00 smiles="CCCCC[C@](CCCS)(OC(=O)CCCO)N(C(C)=O)C(C)=O.CCOCC.CCOCC"
C -0.5811 1.3621 5.1263 -1.4221
C -1.0129 1.7239 3.6930 0.5767
C -0.3621 3.0157 3.1909 -0.1124
C -0.6085 3.2973 1.6997 -1.0908
C 0.5667 3.1543 0.7211 -1.4105
C 1.2046 1.7639 0.5811 0.9908
C 1.9857 1.6490 -0.7376 -1.9126
C 2.7146 2.9318 -1.1767 -0.2019
C 3.8746 2.5949 -2.1094 -0.9591
S 5.0623 3.9609 -2.3035 -0.2204
O 0.0900 0.8624 0.6687 0.2837
C -0.0609 -0.3256 0.0036 0.2725
O -0.0325 -0.4119 -1.1881 -0.5863
C -0.4642 -1.4683 0.8948 -0.8758
C 0.3249 -2.7489 0.6340 -0.0154
C 0.0924 -3.7629 1.7411 -1.0133
O 0.7532 -3.3929 2.9552 -0.5255
N 2.0491 1.4497 1.7821 1.0519
C 3.3036 2.1862 1.8710 0.5225
C 3.3315 3.4095 2.7502 -1.4333
O 4.2881 1.7799 1.3231 -0.4796
C 2.3316 0.0320 1.9341 0.6873
C 2.3594 -0.4164 3.3668 -1.1807
O 2.4936 -0.7105 1.0108 -0.4723
H -0.0492 0.4098 5.1688 0.2949
H 0.0883 2.1205 5.5420 0.3019
H -1.4322 1.2826 5.8040 0.3691
H -2.0973 1.8635 3.6792 0.5410
H -0.7727 0.9131 3.0034 -0.5986
H 0.7020 2.9743 3.4205 -0.4192
H -0.7723 3.8417 3.7814 0.4776
H -1.4491 2.6941 1.3536 0.1354
H -0.9416 4.3350 1.5997 0.6104
H 1.3278 3.8999 0.9465 0.2358
H 0.1700 3.3765 -0.2740 0.5669
H 2.7226 0.8540 -0.6470 0.3480
H 1.3112 1.3492 -1.5364 0.8909
H 3.0990 3.5139 -0.3366 0.2823
H 2.0224 3.5888 -1.7088 0.4054
H 3.5219 2.4287 -3.1286 0.4066
H 4.4193 1.7192 -1.7593 0.3624
H 5.4785 3.9691 -1.0303 0.1016
H -0.4515 -1.1841 1.9485 0.0482
H -1.5116 -1.6556 0.6280 0.7607
H -0.0377 -3.2275 -0.2795 0.0782
H 1.3928 -2.5618 0.5246 0.5961
H -0.9836 -3.8630 1.9254 0.3478
H 0.4595 -4.7444 1.4338 0.3484
H 0.0919 -3.1893 3.6197 0.3168
H 4.3676 3.5926 3.0295 0.5304
H 2.7272 3.2748 3.6445 0.2109
H 2.9634 4.2843 2.2112 0.2331
H 3.1460 -1.1553 3.5086 0.4591
H 1.3930 -0.8746 3.5908 -0.0682
H 2.4885 0.4277 4.0440 0.3113
C -2.5500 1.6316 -1.7646 -0.6687
C -3.9727 1.1512 -1.5450 -0.6066
O -4.8523 2.1391 -1.0331 -0.4533
C -5.0212 3.2950 -1.8334 -0.2858
C -5.5737 3.0190 -3.2214 -1.0602
H -2.1272 2.0150 -0.8347 0.0375
H -1.9262 0.8082 -2.1105 0.3646
H -2.4962 2.4235 -2.5140 0.4448
H -3.9831 0.3605 -0.7934 0.3047
H -4.3742 0.7158 -2.4672 0.3382
H -4.0822 3.8567 -1.9046 0.2511
H -5.7214 3.9176 -1.2757 0.3768
H -4.8991 2.4028 -3.8168 0.2767
H -5.7173 3.9599 -3.7542 0.3956
H -6.5344 2.5064 -3.1569 0.2772
C -0.4558 -7.8485 -3.6685 -1.0276
C -1.2991 -6.7193 -3.1021 -0.3406
O -0.6241 -5.9077 -2.1575 -0.3757
C 0.5343 -5.2383 -2.6254 -0.2025
C 0.2832 -4.2834 -3.7794 -1.1479
H -0.0864 -8.4904 -2.8678 0.2873
H -1.0588 -8.4532 -4.3472 0.3900
H 0.4018 -7.4786 -4.2315 0.2680
H -2.1475 -7.1320 -2.5555 0.3209
H -1.7100 -6.1079 -3.9138 0.3009
H 1.3202 -5.9562 -2.8868 0.3283
H 0.8968 -4.6756 -1.7648 0.2019
H -0.0739 -4.8002 -4.6713 0.3410
H 1.2103 -3.7725 -4.0418 0.4052
H -0.4576 -3.5324 -3.5009 0.2995

***

4.
86
Properties=species:S:1:pos:R:3:mulliken_spin:R:1 method="wB97M-V/def2-TZVPD" gap_ha="0.257 / 0.280" charge=+1 multiplicity=3
C 3.2903 0.4338 -2.8167 -0.0002
C 1.9100 -0.3159 -3.2997 0.0000
C 1.0168 0.5626 -4.3900 -0.0001
C 1.7333 2.0014 -4.7963 0.0000
N -0.3398 0.8090 -3.7676 -0.0005
C -1.2289 -0.3844 -3.4972 0.0001
N -1.0548 -1.7352 -3.6721 -0.0005
N -2.5112 0.3100 -2.9923 0.0001
C -2.4578 1.8233 -3.2776 0.0005
N -1.6217 2.2984 -2.0925 0.0007
C -1.2840 1.7620 -4.4667 0.0003
Cl -2.1596 0.7081 -5.7614 0.0000
H 3.0263 1.3151 -2.0568 0.0001
H 3.9990 0.7725 -3.6849 0.0000
H 3.9048 -0.3816 -2.1981 0.0000
H 1.2945 -0.5485 -2.3181 0.0002
H 2.1824 -1.3547 -3.7850 0.0002
H 0.9867 -0.0712 -5.3894 0.0000
H 1.5598 2.7869 -3.9419 0.0000
H 2.8434 1.8974 -5.1515 0.0000
H 1.1196 2.4002 -5.7350 0.0000
H -0.8372 -2.2207 -4.5718 -0.0001
H -1.2340 -2.3477 -2.8271 -0.0005
H -2.6350 0.0482 -1.9834 -0.0001
H -3.4621 2.3749 -3.5242 -0.0001
H -2.0502 2.0318 -1.1791 0.0042
H -1.4627 3.3308 -2.1160 0.0001
H -0.9288 2.8348 -4.7701 0.0000
C 2.1658 -2.9850 1.1705 0.0202
C 0.7468 -3.6144 1.0354 0.0081
C 0.3687 -4.4263 2.3061 0.0227
C 1.0198 -5.8012 2.4021 -0.0170
C 0.8325 -6.5900 1.1098 0.0220
C 1.3225 -5.8055 -0.1329 0.0186
N 0.7131 -4.4347 -0.2204 0.3074
O -0.6316 -4.5856 -0.6016 0.6266
C 2.8734 -5.7201 -0.0847 0.0117
C 1.0493 -6.6582 -1.4126 -0.0073
C -0.2116 -2.3736 1.0026 -0.0146
H 2.7119 -3.0099 0.2210 -0.0086
H 2.1292 -1.9264 1.4458 0.0004
H 2.7716 -3.4843 1.9304 0.0010
H -0.7194 -4.5737 2.3368 0.0020
H 0.6205 -3.8524 3.2082 0.0019
H 2.0829 -5.7031 2.6426 0.0006
H 0.5712 -6.3580 3.2328 0.0020
H 1.3629 -7.5453 1.1925 0.0010
H -0.2311 -6.8456 1.0024 0.0041
H 3.2609 -5.1366 -0.9353 -0.0043
H 3.3217 -6.7205 -0.1378 -0.0002
H 3.2632 -5.2754 0.8291 0.0008
H -0.0102 -6.9007 -1.5466 -0.0009
H 1.5797 -7.6164 -1.3663 0.0003
H 1.3967 -6.1356 -2.3131 0.0004
H -0.0354 -1.7544 0.1139 0.0017
H -0.0548 -1.7398 1.8846 -0.0015
H -1.2697 -2.6584 1.0215 0.0014
C 0.0228 5.6445 1.9061 0.0133
C -1.2852 4.8457 1.6252 0.0231
C -2.4748 5.4054 2.4550 0.0219
C -2.4814 4.9898 3.9215 -0.0160
C -2.3074 3.4811 4.0665 0.0205
C -1.0501 2.9614 3.3255 0.0364
N -1.0153 3.3932 1.8866 0.3109
O -1.9781 2.6429 1.1892 0.6082
C 0.2121 3.4582 4.0836 0.0082
C -0.9743 1.4091 3.4803 -0.0124
C -1.6045 5.1664 0.1237 -0.0227
H 0.9006 4.9893 1.9281 -0.0094
H 0.2401 6.3792 1.1246 0.0009
H -0.0205 6.1953 2.8488 0.0008
H -3.4217 5.0678 2.0122 0.0017
H -2.4900 6.5023 2.3985 0.0013
H -1.6992 5.5221 4.4716 0.0002
H -3.4312 5.2891 4.3793 0.0022
H -2.2564 3.2265 5.1311 0.0002
H -3.2082 2.9827 3.6816 0.0022
H 1.1314 3.1391 3.5666 -0.0037
H 0.2444 3.0468 5.1006 -0.0003
H 0.2571 4.5388 4.2060 0.0004
H -1.8547 0.8960 3.0791 -0.0017
H -0.9072 1.1228 4.5363 0.0000
H -0.0858 1.0080 2.9759 0.0028
H -0.8256 4.7763 -0.5438 0.0047
H -1.6659 6.2502 -0.0363 -0.0005
H -2.5704 4.7601 -0.1973 0.0018

***

5.
96
Properties=species:S:1:pos:R:3:mulliken_charge:R:1 method="wB97M-V/def2-TZVPD" gap_ha=0.266 charge=-1
C -5.6775 -1.2582 1.6739 -1.1999
C -4.4952 -2.2440 1.7095 -0.0739
C -3.6430 -2.2601 0.4418 -0.6308
C -2.9462 -0.9287 0.2139 -0.8928
C -2.1308 -0.8386 -1.0489 1.9216
C -3.0189 -0.4633 -2.2832 -0.2693
O -3.1743 0.7546 -2.4830 -0.5523
O -3.5080 -1.4387 -2.8832 -0.7558
O -1.3401 -2.0421 -1.4384 -0.4883
S -0.2400 -1.5112 -2.4500 0.5384
O 1.0602 -2.0025 -2.0957 -0.2633
O -0.5880 -1.7219 -3.8080 -0.7358
O -0.2729 0.0693 -2.0787 -0.1960
C -0.9697 0.1009 -0.8019 -1.0733
O -0.0830 -0.4946 0.1066 0.1433
C 0.8932 0.4627 0.5158 -0.3121
C 2.1839 -0.2380 0.9837 0.3402
C 1.9898 -1.7191 1.2467 -0.4700
O 2.6386 0.4139 2.1869 -0.6398
H -5.5705 -0.4780 0.9281 0.3305
H -5.7691 -0.7672 2.6405 0.2435
H -6.6116 -1.7841 1.4938 0.3461
H -3.8484 -1.9970 2.5457 -0.0549
H -4.9154 -3.2392 1.8457 0.5055
H -4.2033 -2.5918 -0.4296 0.4297
H -2.8843 -3.0272 0.6078 0.2168
H -3.7008 -0.1501 0.1266 0.4784
H -2.3691 -0.6971 1.1055 0.1500
H -1.2587 1.0897 -0.4720 0.8293
H 0.5030 1.0068 1.3768 0.2435
H 1.0694 1.1568 -0.2994 0.1115
H 2.9548 -0.0573 0.2422 0.1199
H 2.7750 -2.0265 1.9340 0.6485
H 2.1493 -2.2747 0.3359 -0.4324
H 1.0382 -1.9455 1.7182 0.0598
H 2.2295 -0.0529 2.9181 0.3703
C -0.5360 3.2703 -1.8079 -0.1215
O -0.6524 3.2883 -0.5891 -0.6030
N -1.5418 3.4235 -2.6705 0.4758
C -1.3396 3.3789 -4.1016 -1.0462
C -2.8870 3.6306 -2.1523 -0.5889
H 0.4366 3.0984 -2.2996 0.4310
H -1.6543 4.3234 -4.5529 0.3577
H -1.9243 2.5639 -4.5314 0.3351
H -0.2875 3.2123 -4.3242 0.3291
H -2.9036 4.5299 -1.5409 -0.0191
H -3.1804 2.7765 -1.5410 0.1343
H -3.5828 3.7393 -2.9785 0.4293
C 4.5253 -4.9399 0.3364 0.0215
O 4.2968 -3.9390 0.9862 -0.4951
N 3.7327 -5.4326 -0.6317 0.2499
C 4.0715 -6.6351 -1.3598 -0.9900
C 2.4932 -4.7327 -0.9586 -0.4768
H 5.4365 -5.5476 0.4948 0.2422
H 4.1618 -6.4177 -2.4268 0.3361
H 3.2955 -7.3914 -1.2223 0.3444
H 5.0187 -7.0348 -1.0014 0.3109
H 2.7030 -3.7165 -1.2815 -0.2275
H 1.8495 -4.6801 -0.0808 0.3261
H 1.9765 -5.2598 -1.7561 0.3854
C 5.7735 -1.0510 -1.6147 0.0719
O 5.0943 -0.1669 -1.1351 -0.5718
N 5.3812 -1.8805 -2.5982 0.2513
C 6.2513 -2.9060 -3.1250 -0.8531
C 4.0355 -1.7413 -3.1468 -0.5583
H 6.8070 -1.2480 -1.2738 0.2598
H 6.4174 -2.7497 -4.1940 0.3406
H 5.8023 -3.8923 -2.9811 0.2058
H 7.2118 -2.8804 -2.6132 0.3043
H 3.9068 -0.7412 -3.5608 0.3445
H 3.2948 -1.8801 -2.3639 -0.2124
H 3.8784 -2.4813 -3.9275 0.3964
C -2.0673 0.0004 4.5331 0.0734
O -2.6582 -0.5713 3.6405 -0.6145
N -1.2244 -0.6048 5.3913 0.1650
C -0.5348 0.1187 6.4377 -0.9381
C -1.0055 -2.0347 5.2470 -0.8399
H -2.1684 1.0848 4.7105 0.2976
H 0.5461 0.0325 6.3077 0.3260
H -0.8047 -0.2839 7.4171 0.3443
H -0.8081 1.1709 6.4032 0.2915
H -0.6062 -2.2542 4.2562 0.1647
H -1.9487 -2.5708 5.3567 0.2966
H -0.3037 -2.3729 6.0053 0.3788
C -2.7662 7.8134 -0.9526 0.0893
O -3.2168 6.8861 -1.5948 -0.5277
N -1.9316 7.6717 0.0915 0.1736
C -1.4177 8.8050 0.8282 -0.9172
C -1.5362 6.3225 0.4861 -0.8845
H -3.0090 8.8671 -1.1798 0.2127
H -0.3270 8.8260 0.7761 0.3244
H -1.7173 8.7413 1.8768 0.3148
H -1.8068 9.7305 0.4080 0.2943
H -1.0352 5.8146 -0.3359 0.1684
H -2.4157 5.7366 0.7516 0.3076
H -0.8647 6.3763 1.3388 0.3929